A 2-piece molecular cluster, C3H7BrN overall in a non-equilibrium geometry. Source: the OMol25 dataset; level of theory: ωB97M-V/def2-TZVPD.

energy relative to the best compared isomer or geometry (same formula, charge and spin)	0.111	eV
F_max	0.08230	Eh/bohr
charge	+1
lowest unoccupied orbital energy	-5.60	eV
electronic energy	-2746.96737	a.u.

Geometry as XYZ:
```
12
Properties=species:S:1:pos:R:3:forces:R:3:mulliken_charge:R:1
Br -0.379 -3.975 0.114 -0.92 -0.54 0.80 -0.243
N 0.579 -0.880 -0.061 -1.48 0.46 0.31 -0.198
C -0.539 1.349 -0.145 -0.80 0.20 0.27 0.027
C -0.348 2.710 0.089 0.72 -3.99 -1.20 -0.684
C 0.583 0.411 0.047 1.80 3.50 0.16 0.249
H -0.299 -1.406 -0.248 0.68 0.58 0.16 0.249
H 1.293 -1.472 0.330 0.67 0.06 -0.26 0.288
H -0.971 3.511 -0.153 -1.69 0.65 -0.05 0.316
H 0.621 3.052 0.345 1.01 0.05 0.46 0.227
H 1.580 1.083 0.223 -2.03 -2.54 -0.04 0.238
H -1.523 0.841 -0.405 1.17 1.20 0.21 0.267
H -1.400 -4.352 1.114 0.87 0.37 -0.83 0.265
```
Forces are in eV/Å.

An isolated ion of composition C4H9N2 and charge +1 in a non-equilibrium geometry. Source: the OMol25 dataset; level of theory: ωB97M-V/def2-TZVPD.

energy relative to the best compared isomer or geometry (same formula, charge and spin)	2.169	eV
F_max	0.10341	Eh/bohr
SMILES	C[C@H]1CC(=[NH2+])N1
charge	+1
lowest unoccupied orbital energy	-3.26	eV
electronic energy	-267.01957	a.u.

Geometry as XYZ:
```
15
Properties=species:S:1:pos:R:3:forces:R:3:mulliken_charge:R:1
N 0.607 0.815 0.200 0.05 1.25 -0.05 -0.170
N 1.502 -0.170 2.079 -1.50 -0.80 -1.17 -0.401
C -0.733 0.123 -2.116 -3.04 -0.95 4.26 -0.970
C 0.562 -0.130 1.105 0.82 0.90 1.83 0.380
C -0.732 0.498 -0.366 -0.12 -2.14 -4.55 -0.010
C -0.716 -0.802 0.505 2.33 1.11 0.28 -0.517
H -1.638 -1.015 1.022 0.24 -0.34 0.60 0.378
H 1.572 -0.944 2.736 0.08 0.50 -0.27 0.246
H -1.498 0.711 -2.659 0.61 -0.31 0.45 0.320
H 1.342 1.576 0.159 -1.60 -1.00 -0.39 0.251
H -1.607 1.115 -0.194 0.52 0.57 0.56 0.336
H 2.236 0.530 1.981 -0.06 -0.56 0.50 0.226
H -0.974 -0.989 -2.140 0.37 1.53 -0.26 0.283
H 0.231 0.324 -2.378 2.52 0.44 -1.21 0.351
H -0.155 -1.642 0.067 -1.22 -0.20 -0.59 0.295
```
Forces are in eV/Å.

| no. | HOMO (eV) |
| --- | --- |
| 1 | -14.7 |
| 2 | -14.7 |